{
  "formula": "CH2N2OS",
  "method": "wB97M-V/def2-TZVPD",
  "relative_energy_kcal_mol": 57.4,
  "lumo_ev": [0.06, 0.06],
  "orbital_gap_ev": [8.1, 8.1],
  "fmax_ev_per_a": 3.53,
  "homo_energy_ev": [-8.0, -8.0],
  "elements": ["C", "N", "N", "O", "S", "H", "H"],
  "positions_angstrom": [[-0.688, -0.710, -0.489], [1.564, 0.595, -0.020], [-1.613, -0.738, 0.262], [1.464, 0.517, 1.201], [0.673, -0.798, -1.228], [1.050, 1.450, -0.395], [-2.449, -0.317, 0.669]],
  "mulliken_charge": [0.45, -0.05, -0.30, -0.38, -0.25, 0.22, 0.30]
}